one.
{
  "formula": "C32H38Cl3FN8O3SSiZr",
  "method": "ωB97M-V/def2-TZVPD",
  "charge": 2,
  "homo_energy_ev": -11.589,
  "multiplicity": 1,
  "orbital_gap_ev": 6.41,
  "lumo_ev": -5.18,
  "species": ["Zr", "C", "C", "N", "C", "C", "C", "O", "O", "C", "O", "C", "C", "C", "F", "C", "C", "C", "N", "C", "C", "N", "C", "C", "H", "H", "H", "H", "H", "H", "H", "H", "H", "H", "H", "H", "H", "H", "H", "H", "H", "H", "N", "C", "C", "C", "C", "C", "C", "C", "C", "C", "C", "C", "C", "H", "H", "H", "H", "H", "H", "H", "H", "H", "H", "Cl", "Si", "Cl", "Cl", "N", "N", "H", "H", "H", "H", "C", "N", "C", "C", "N", "C", "S", "H", "H", "H", "H", "H", "H"],
  "xyz": [[-1.60, -1.06, 2.85], [5.64, -0.66, 0.75], [5.04, 0.65, 1.22], [3.58, 0.59, 1.23], [2.97, 0.36, 2.41], [1.62, 0.17, 2.55], [1.05, 0.00, 3.95], [1.69, 0.42, 4.89], [-0.10, -0.58, 4.03], [0.78, 0.17, 1.40], [-0.47, -0.03, 1.44], [1.45, 0.44, 0.14], [0.70, 0.50, -1.03], [1.27, 0.86, -2.22], [0.47, 0.92, -3.30], [2.65, 1.17, -2.32], [3.40, 1.02, -1.16], [2.84, 0.68, 0.08], [3.26, 1.55, -3.51], [2.52, 1.59, -4.77], [3.50, 1.78, -5.93], [4.79, 1.15, -5.54], [5.45, 1.94, -4.46], [4.36, 2.49, -3.54], [6.72, -0.59, 0.71], [5.27, -0.93, -0.24], [5.38, -1.47, 1.43], [5.36, 1.49, 0.60], [5.37, 0.86, 2.24], [3.58, 0.33, 3.29], [-0.36, 0.31, -0.99], [4.46, 1.20, -1.21], [1.79, 2.41, -4.79], [1.98, 0.65, -4.90], [3.69, 2.84, -6.15], [3.11, 1.32, -6.83], [5.41, 1.04, -6.35], [4.57, 0.21, -5.18], [6.03, 2.75, -4.90], [6.13, 1.28, -3.92], [4.01, 3.47, -3.90], [4.76, 2.65, -2.54], [-2.84, -1.11, 0.96], [-3.48, -2.40, 0.97], [-4.86, -2.50, 1.11], [-5.47, -3.74, 1.11], [-4.71, -4.89, 0.94], [-3.34, -4.79, 0.80], [-2.70, -3.56, 0.82], [-1.22, -3.50, 0.79], [-0.50, -4.33, -0.07], [0.88, -4.40, 0.01], [1.54, -3.70, 1.01], [0.82, -2.85, 1.85], [-0.56, -2.69, 1.74], [-3.52, -0.36, 0.83], [-2.16, -1.04, 0.20], [-5.45, -1.60, 1.21], [-6.54, -3.81, 1.24], [-5.19, -5.85, 0.93], [-2.74, -5.69, 0.68], [-1.04, -4.90, -0.81], [1.43, -5.03, -0.67], [2.61, -3.80, 1.13], [1.37, -2.33, 2.63], [-3.98, -0.73, 3.58], [-2.64, -1.13, 5.70], [-4.10, -2.10, 6.71], [-1.94, -2.94, 4.41], [-3.09, 2.25, 3.63], [-1.91, 1.47, 3.33], [-2.89, 2.98, 4.30], [-3.79, 1.62, 4.04], [-1.23, 1.52, 4.10], [-1.48, 1.91, 2.50], [-4.42, 2.40, -2.33], [-4.53, 2.88, -0.99], [-5.58, 3.61, -0.48], [-5.38, 3.75, 0.85], [-4.21, 3.11, 1.16], [-3.69, 2.58, 0.03], [-2.25, 1.74, -0.06], [-4.69, 3.18, -3.04], [-5.08, 1.55, -2.49], [-3.39, 2.08, -2.51], [-6.37, 3.98, -1.10], [-5.98, 4.25, 1.59], [-3.82, 2.94, 2.10]],
  "lowdin_charge": [1.24, -0.05, -0.17, -0.01, 0.06, -0.03, -0.56, 0.12, -0.29, -0.27, -0.26, -0.03, 0.07, -0.17, 0.07, -0.12, 0.06, -0.11, -0.09, -0.12, -0.08, 0.06, -0.07, -0.12, 0.09, 0.07, 0.09, 0.12, 0.13, 0.16, 0.07, 0.10, 0.15, 0.14, 0.14, 0.15, 0.20, 0.19, 0.14, 0.14, 0.14, 0.13, -0.10, -0.31, -0.07, -0.06, -0.06, -0.01, -0.15, -0.21, -0.03, -0.08, -0.08, -0.12, -0.25, 0.06, 0.08, 0.10, 0.11, 0.11, 0.12, 0.12, 0.10, 0.10, 0.09, 0.16, 0.03, 0.20, 0.21, -0.06, -0.12, 0.11, 0.01, 0.09, 0.04, -0.03, -0.13, -0.05, -0.06, 0.07, -0.77, 0.73, 0.10, 0.10, 0.06, 0.13, 0.12, 0.09]
}

---

two.
{
  "formula": "C32H38Cl3FN8O3SSiZr",
  "method": "ωB97M-V/def2-TZVPD",
  "charge": 2,
  "homo_energy_ev": -11.745,
  "multiplicity": 1,
  "orbital_gap_ev": 6.52,
  "lumo_ev": -5.22,
  "species": ["Zr", "C", "C", "N", "C", "C", "C", "O", "O", "C", "O", "C", "C", "C", "F", "C", "C", "C", "N", "C", "C", "N", "C", "C", "H", "H", "H", "H", "H", "H", "H", "H", "H", "H", "H", "H", "H", "H", "H", "H", "H", "H", "N", "C", "C", "C", "C", "C", "C", "C", "C", "C", "C", "C", "C", "H", "H", "H", "H", "H", "H", "H", "H", "H", "H", "Cl", "Si", "Cl", "Cl", "N", "N", "H", "H", "H", "H", "C", "N", "C", "C", "N", "C", "S", "H", "H", "H", "H", "H", "H"],
  "xyz": [[-0.39, -0.22, 0.24], [3.24, 5.29, 4.55], [1.77, 5.39, 4.19], [1.39, 4.50, 3.08], [0.75, 3.36, 3.36], [0.40, 2.42, 2.43], [-0.41, 1.24, 2.92], [-0.43, 0.94, 4.08], [-1.07, 0.64, 1.95], [0.81, 2.59, 1.09], [0.65, 1.74, 0.16], [1.45, 3.86, 0.77], [1.78, 4.15, -0.56], [2.34, 5.35, -0.87], [2.60, 5.62, -2.16], [2.64, 6.33, 0.11], [2.33, 6.01, 1.42], [1.73, 4.80, 1.77], [3.23, 7.57, -0.19], [3.83, 7.85, -1.49], [4.57, 9.19, -1.41], [5.03, 9.40, 0.00], [3.86, 9.63, 0.92], [2.69, 8.78, 0.42], [3.48, 6.00, 5.35], [3.89, 5.50, 3.70], [3.47, 4.29, 4.91], [1.47, 6.41, 3.93], [1.15, 5.11, 5.04], [0.49, 3.19, 4.39], [1.56, 3.44, -1.35], [2.59, 6.72, 2.20], [3.10, 7.92, -2.30], [4.53, 7.06, -1.74], [3.94, 10.04, -1.65], [5.43, 9.21, -2.07], [5.69, 10.18, 0.06], [5.53, 8.56, 0.31], [3.64, 10.70, 0.91], [4.19, 9.35, 1.92], [2.09, 9.34, -0.30], [2.04, 8.55, 1.25], [-2.00, 1.21, -0.73], [-3.27, 1.12, -0.07], [-3.79, 2.22, 0.60], [-5.00, 2.10, 1.27], [-5.68, 0.90, 1.26], [-5.15, -0.19, 0.58], [-3.94, -0.10, -0.10], [-3.35, -1.28, -0.80], [-4.21, -2.15, -1.46], [-3.75, -3.33, -2.03], [-2.40, -3.65, -1.92], [-1.54, -2.77, -1.28], [-1.97, -1.55, -0.74], [-1.66, 2.17, -0.76], [-2.06, 0.90, -1.70], [-3.25, 3.16, 0.60], [-5.41, 2.96, 1.80], [-6.62, 0.80, 1.79], [-5.67, -1.14, 0.60], [-5.27, -1.91, -1.54], [-4.43, -3.99, -2.54], [-2.03, -4.59, -2.31], [-0.49, -3.06, -1.21], [3.40, -2.64, 1.90], [2.08, -1.10, 1.79], [1.55, -1.30, -0.84], [0.11, -2.25, 1.88], [4.81, -0.12, -0.15], [3.71, 0.80, -0.02], [5.50, 0.22, -0.82], [4.45, -0.99, -0.51], [3.33, 1.09, -0.91], [4.07, 1.61, 0.47], [0.65, 1.39, -6.02], [0.02, 0.23, -5.41], [-0.44, -0.89, -6.08], [-0.96, -1.72, -5.16], [-0.81, -1.09, -3.94], [-0.21, 0.10, -4.09], [0.18, 1.23, -2.88], [0.68, 1.24, -7.09], [1.66, 1.50, -5.63], [0.08, 2.29, -5.78], [-0.35, -0.99, -7.15], [-1.42, -2.69, -5.26], [-1.10, -1.47, -3.04]],
  "lowdin_charge": [1.29, -0.05, -0.17, -0.01, 0.06, -0.02, -0.59, 0.13, -0.23, -0.27, -0.24, -0.05, 0.10, -0.18, 0.08, -0.12, 0.06, -0.11, -0.08, -0.12, -0.07, 0.06, -0.06, -0.12, 0.09, 0.07, 0.09, 0.12, 0.13, 0.16, 0.11, 0.11, 0.14, 0.14, 0.14, 0.14, 0.19, 0.19, 0.14, 0.14, 0.14, 0.13, -0.04, -0.26, -0.03, -0.07, -0.06, -0.01, -0.14, -0.20, -0.02, -0.06, -0.08, -0.20, -0.25, 0.09, 0.05, 0.11, 0.11, 0.11, 0.12, 0.12, 0.11, 0.11, 0.05, 0.22, 0.03, 0.06, 0.15, -0.08, -0.15, 0.07, 0.02, 0.05, 0.07, -0.03, -0.12, -0.03, -0.05, 0.09, -0.76, 0.62, 0.10, 0.09, 0.09, 0.13, 0.12, 0.09]
}

---

Which structure is the least stable? The one labeled two.

---

one.
{
  "formula": "C20H24N4O3S",
  "method": "ωB97M-V/def2-TZVPD",
  "homo_energy_ev": -8.151,
  "multiplicity": 1,
  "orbital_gap_ev": 8.54,
  "lumo_ev": 0.39,
  "species": ["C", "C", "H", "H", "O", "C", "O", "C", "C", "N", "C", "O", "N", "H", "C", "C", "C", "C", "C", "C", "C", "C", "H", "H", "H", "H", "H", "C", "H", "H", "H", "H", "H", "H", "C", "H", "H", "S", "C", "N", "C", "C", "N", "C", "H", "H", "H", "H", "H", "H", "H", "H"],
  "xyz": [[-1.71, -3.84, -0.56], [-1.10, -3.71, 0.83], [-1.88, -3.83, 1.60], [-0.31, -4.44, 0.99], [-0.48, -2.44, 1.01], [-1.29, -1.41, 1.31], [-2.47, -1.55, 1.51], [-0.61, -0.11, 1.33], [0.72, 0.10, 1.47], [1.23, 1.37, 1.44], [0.48, 2.51, 1.18], [1.01, 3.59, 1.03], [-0.85, 2.32, 1.15], [-1.40, 3.14, 0.94], [-1.56, 1.05, 1.17], [-2.43, 0.90, -0.07], [-3.80, 0.93, 0.09], [-4.68, 0.78, -0.98], [-4.14, 0.61, -2.24], [-2.77, 0.59, -2.42], [-1.89, 0.73, -1.35], [-0.41, 0.68, -1.62], [0.02, -0.24, -1.23], [-0.23, 0.71, -2.69], [0.11, 1.52, -1.16], [-2.37, 0.45, -3.41], [-4.79, 0.49, -3.10], [-6.16, 0.80, -0.75], [-6.70, 0.67, -1.68], [-6.46, 1.75, -0.30], [-6.44, 0.01, -0.06], [-4.21, 1.05, 1.08], [-2.24, 1.05, 2.04], [2.25, 1.46, 1.36], [1.75, -0.96, 1.65], [1.35, -1.84, 2.14], [2.62, -0.58, 2.18], [2.35, -1.55, 0.02], [3.48, -0.25, -0.32], [3.75, 0.76, 0.46], [4.68, 1.50, -0.20], [4.97, 0.92, -1.40], [4.19, -0.21, -1.47], [4.15, -1.17, -2.54], [4.48, -0.70, -3.46], [3.13, -1.54, -2.66], [4.80, -2.02, -2.31], [5.63, 1.20, -2.18], [5.06, 2.40, 0.23], [-0.94, -3.68, -1.31], [-2.49, -3.10, -0.69], [-2.13, -4.83, -0.68]],
  "nbo_charge": [-0.64, -0.07, 0.20, 0.19, -0.53, 0.78, -0.61, -0.25, 0.29, -0.66, 0.79, -0.64, -0.62, 0.41, -0.05, -0.02, -0.18, -0.02, -0.20, -0.21, -0.01, -0.64, 0.23, 0.21, 0.22, 0.20, 0.21, -0.62, 0.21, 0.22, 0.22, 0.21, 0.21, 0.46, -0.55, 0.27, 0.26, 0.27, 0.20, -0.54, -0.07, -0.11, -0.35, -0.41, 0.22, 0.22, 0.21, 0.22, 0.22, 0.21, 0.23, 0.22]
}

---

two.
{
  "formula": "C20H24N4O3S",
  "method": "ωB97M-V/def2-TZVPD",
  "homo_energy_ev": -8.642,
  "multiplicity": 1,
  "orbital_gap_ev": 9.08,
  "lumo_ev": 0.44,
  "species": ["C", "C", "O", "C", "C", "C", "C", "C", "C", "H", "N", "C", "O", "C", "H", "H", "C", "C", "O", "N", "C", "N", "N", "C", "C", "H", "C", "H", "C", "H", "H", "C", "C", "H", "H", "C", "H", "H", "H", "H", "H", "H", "S", "H", "H", "H", "H", "H", "H", "H", "H", "H"],
  "xyz": [[-2.56, -1.31, 8.19], [-2.04, -0.77, 6.88], [-0.88, -0.42, 6.76], [-3.00, -0.68, 5.75], [-4.31, -1.14, 5.82], [-5.14, -1.03, 4.72], [-4.69, -0.46, 3.54], [-3.37, 0.00, 3.45], [-2.54, -0.11, 4.56], [-1.52, 0.24, 4.52], [-2.83, 0.57, 2.30], [-3.40, 0.70, 1.08], [-4.53, 0.37, 0.78], [-2.46, 1.33, 0.04], [-2.98, 1.30, -0.91], [-2.29, 2.38, 0.31], [-1.12, 0.59, -0.09], [-0.04, 1.22, 0.78], [-0.15, 1.39, 1.97], [1.04, 1.58, 0.06], [1.06, 1.35, -1.31], [2.05, 1.67, -2.01], [2.12, 1.65, -3.33], [2.42, 0.65, -4.05], [2.58, 0.91, -5.51], [2.07, 1.85, -5.74], [4.06, 1.04, -5.90], [4.56, 1.66, -5.16], [4.78, -0.30, -6.04], [5.80, -0.10, -6.35], [4.30, -0.88, -6.83], [4.81, -1.13, -4.76], [3.44, -1.68, -4.36], [2.87, -1.94, -5.25], [3.58, -2.60, -3.78], [2.63, -0.72, -3.49], [1.64, -1.16, -3.30], [3.12, -0.61, -2.51], [5.21, -0.53, -3.94], [5.49, -1.97, -4.92], [4.12, 1.56, -6.86], [2.11, 0.11, -6.09], [-0.48, 0.60, -1.80], [1.84, 2.02, 0.49], [-1.25, -0.46, 0.20], [-1.87, 0.90, 2.41], [-5.34, -0.38, 2.68], [-6.16, -1.39, 4.77], [-4.69, -1.59, 6.72], [-2.89, -2.34, 8.06], [-1.77, -1.28, 8.93], [-3.40, -0.71, 8.53]],
  "nbo_charge": [-0.72, 0.58, -0.54, -0.18, -0.19, -0.20, -0.22, 0.14, -0.14, 0.23, -0.63, 0.68, -0.60, -0.50, 0.25, 0.24, -0.43, 0.69, -0.61, -0.60, 0.25, -0.30, -0.26, 0.29, -0.45, 0.24, -0.39, 0.20, -0.39, 0.21, 0.19, -0.40, -0.40, 0.20, 0.21, -0.49, 0.23, 0.22, 0.20, 0.21, 0.21, 0.21, 0.24, 0.44, 0.26, 0.44, 0.26, 0.22, 0.21, 0.23, 0.24, 0.23]
}

---

Which structure is the least stable? The one labeled two.

---

one.
{
  "formula": "FH3N2OS",
  "method": "ωB97M-V/def2-TZVPD",
  "homo_energy_ev": -8.866,
  "multiplicity": 1,
  "orbital_gap_ev": 9.19,
  "lumo_ev": 0.32,
  "species": ["N", "N", "O", "F", "S", "H", "H", "H"],
  "xyz": [[1.10, 0.27, 0.66], [1.23, -0.20, -0.40], [-2.24, 0.69, 0.11], [2.51, -0.76, -0.78], [-1.56, -0.78, -0.18], [1.86, 0.29, 1.48], [-1.55, 1.17, 0.54], [-1.35, -0.68, -1.44]],
  "nbo_charge": [-0.33, 0.27, -0.83, -0.31, 0.29, 0.37, 0.48, 0.07]
}

---

two.
{
  "formula": "FH3N2OS",
  "method": "ωB97M-V/def2-TZVPD",
  "homo_energy_ev": [-10.352, -10.347],
  "multiplicity": 1,
  "orbital_gap_ev": [6.70, 6.69],
  "lumo_ev": [-3.66, -3.66],
  "species": ["N", "N", "O", "F", "S", "H", "H", "H"],
  "xyz": [[-0.59, 0.30, 1.40], [-0.51, -0.71, -0.77], [-0.03, 1.77, -0.70], [2.75, -0.45, -0.01], [0.12, 0.53, 0.10], [-0.69, 1.05, 2.01], [-0.66, -1.64, -0.31], [-0.38, -0.86, -1.72]],
  "nbo_charge": [-0.93, -0.99, -0.78, -0.65, 2.08, 0.41, 0.44, 0.43]
}

---

Which structure is the least stable? The one labeled two.